# 1
Computed, not measured: a cluster of 3 separate species, C20H42BN3O5 in total, with the ωB97M-V functional and the def2-TZVPD basis.

```
71
Properties=species:S:1:pos:R:3:forces:R:3
C 1.445 -5.417 -2.371 -0.350 -0.302 0.249
B 1.128 -6.300 -3.615 -0.188 -0.316 -0.295
O 0.491 -5.811 -4.734 0.337 0.664 0.433
O 1.445 -7.673 -3.614 0.284 0.275 -0.224
C 2.479 -8.273 -4.243 0.063 0.204 0.515
N 3.706 -7.666 -3.974 -0.010 -0.078 -0.635
O 2.369 -9.288 -4.863 -0.034 -0.249 -0.058
H 1.547 -6.035 -1.476 0.027 0.083 -0.016
H 0.677 -4.661 -2.196 0.170 0.085 -0.027
H 2.409 -4.912 -2.515 -0.105 0.071 -0.059
H 0.965 -5.792 -5.565 -0.155 -0.425 -0.240
H 3.729 -6.656 -3.994 -0.064 -0.024 0.308
H 4.428 -8.067 -4.556 0.009 0.030 0.062
C -2.661 -1.896 1.789 -0.014 -0.037 -0.011
C -1.411 -1.889 0.905 -0.080 -0.175 0.109
C -0.919 -0.461 0.646 -0.015 0.109 0.005
C -1.847 0.328 -0.273 -0.038 -0.042 0.006
C -2.082 -0.404 -1.591 0.047 0.053 -0.039
C -2.559 -1.854 -1.423 -0.130 -0.175 0.023
N -1.658 -2.539 -0.431 0.041 0.604 -0.044
O -0.614 -3.047 -0.955 0.158 -0.324 -0.054
C -4.026 -1.906 -0.991 0.008 -0.043 0.053
C -2.442 -2.606 -2.746 -0.025 0.076 -0.038
C -0.338 -2.699 1.626 0.043 0.061 0.002
H -2.351 -1.706 2.817 -0.008 -0.011 -0.001
H -3.386 -1.132 1.531 0.005 0.017 0.002
H -3.153 -2.869 1.757 0.004 0.003 0.008
H 0.078 -0.512 0.197 -0.015 -0.059 -0.022
H -0.810 0.053 1.605 0.017 0.027 -0.025
H -2.797 0.537 0.227 -0.005 -0.038 0.011
H -1.398 1.300 -0.475 -0.036 0.015 0.025
H -2.826 0.124 -2.195 0.033 0.023 -0.015
H -1.152 -0.412 -2.167 0.017 -0.056 0.035
H -4.304 -2.918 -0.694 -0.007 0.009 -0.004
H -4.645 -1.619 -1.842 -0.001 -0.016 0.000
H -4.267 -1.230 -0.177 -0.005 0.020 -0.006
H -1.444 -2.533 -3.167 0.019 -0.014 0.011
H -3.155 -2.173 -3.451 0.024 -0.014 0.004
H -2.680 -3.662 -2.616 -0.017 0.005 0.007
H -0.670 -3.725 1.788 -0.005 0.003 -0.005
H -0.154 -2.234 2.596 -0.005 -0.021 -0.012
H 0.591 -2.724 1.065 0.004 -0.002 -0.014
C 2.747 4.522 0.507 0.011 -0.029 0.003
C 1.247 4.228 0.603 0.164 -0.150 0.006
C 0.416 5.509 0.474 -0.047 0.044 -0.021
C 0.537 6.429 1.685 0.047 -0.020 0.015
C 0.191 5.692 2.975 -0.046 0.032 0.016
C 0.972 4.385 3.176 0.142 -0.160 0.050
N 0.882 3.575 1.908 -0.185 0.578 0.060
O -0.150 2.830 1.851 -0.042 -0.321 -0.105
C 2.423 4.665 3.577 0.032 -0.043 -0.051
C 0.339 3.562 4.294 -0.016 0.077 0.041
C 0.898 3.259 -0.521 -0.049 0.059 -0.035
H 2.993 4.697 -0.541 0.011 -0.011 0.005
H 3.060 5.403 1.058 -0.008 0.012 -0.010
H 3.331 3.669 0.855 0.001 0.004 -0.009
H -0.633 5.224 0.345 0.012 -0.038 0.010
H 0.723 6.026 -0.440 -0.022 0.025 0.014
H 1.542 6.857 1.744 0.014 -0.033 0.000
H -0.143 7.274 1.563 0.025 0.025 0.004
H 0.381 6.330 3.842 -0.048 0.016 -0.007
H -0.878 5.458 2.979 0.014 -0.051 -0.037
H 3.015 3.749 3.539 0.003 0.011 0.005
H 2.429 5.031 4.605 0.004 -0.016 0.003
H 2.911 5.417 2.967 -0.007 0.018 0.011
H -0.723 3.403 4.126 -0.004 -0.017 -0.021
H 0.472 4.099 5.234 -0.015 -0.018 -0.014
H 0.820 2.587 4.377 0.017 0.009 0.002
H 1.454 2.325 -0.418 -0.007 -0.001 0.014
H 1.167 3.722 -1.472 0.008 -0.021 0.017
H -0.163 3.031 -0.531 -0.006 0.003 0.004
```
Forces are in eV/Å.

Electronic energy ... -36805.52481 eV
2S+1 ... 3
Expectation value of S² ... 2.01

# 2
Computed, not measured: a structure of composition C30H27CaF10N2O8S3, with the ωB97M-V functional and the def2-TZVPD basis.

```
81
Properties=species:S:1:pos:R:3:forces:R:3
Ca -0.557 -0.663 -0.715 -0.329 0.419 0.308
C 0.881 1.306 6.451 -0.002 -0.099 0.020
C 1.954 0.448 5.787 0.010 0.025 0.138
S 1.761 0.105 4.033 0.024 0.005 -0.116
C 0.148 -0.707 3.982 -0.052 -0.011 0.065
C -1.114 0.174 3.910 0.023 -0.099 0.122
S -0.910 1.703 2.972 0.133 0.002 -0.134
C -1.665 2.908 4.067 -0.071 0.085 0.158
C -1.114 3.050 5.497 -0.145 -0.075 -0.036
S 0.676 2.966 5.744 0.081 0.081 -0.039
H 1.133 1.405 7.509 -0.004 0.038 -0.004
H -0.079 0.797 6.402 -0.004 0.004 0.003
H 2.030 -0.488 6.350 -0.002 -0.012 -0.035
H 2.926 0.941 5.866 0.000 -0.001 -0.024
H 0.075 -1.369 4.850 -0.027 -0.030 -0.034
H 0.173 -1.353 3.108 0.074 -0.001 -0.108
H -1.447 0.433 4.914 -0.031 0.060 -0.034
H -1.910 -0.415 3.454 -0.018 -0.018 0.011
H -2.740 2.727 4.158 -0.003 0.010 -0.080
H -1.553 3.849 3.526 0.051 0.006 0.015
H -1.566 2.299 6.146 0.032 0.002 0.009
H -1.442 4.015 5.889 -0.006 0.000 -0.006
O -1.149 0.218 -2.731 0.071 -0.200 -0.418
C -0.643 -0.493 -3.901 0.010 -0.077 -0.011
C 0.769 -1.078 -3.517 -0.055 0.082 -0.070
O 1.579 -1.216 -4.420 0.033 -0.134 0.037
O 0.877 -1.425 -2.296 -0.059 0.106 -0.191
C -1.495 -1.738 -4.171 0.026 0.040 -0.053
C -1.815 -2.119 -5.470 0.012 -0.028 -0.007
C -2.555 -3.267 -5.719 0.033 0.057 -0.016
C -2.979 -4.064 -4.669 -0.007 -0.017 0.019
C -2.629 -3.720 -3.371 0.022 -0.052 -0.019
C -1.883 -2.580 -3.127 0.004 0.037 -0.002
C -0.656 0.534 -5.022 -0.036 0.083 0.011
C -1.893 0.941 -5.524 -0.033 0.016 0.016
C -1.996 1.979 -6.437 0.027 -0.036 0.030
C -0.850 2.633 -6.866 -0.010 0.017 -0.013
C 0.383 2.243 -6.367 0.027 0.000 -0.006
C 0.484 1.206 -5.449 -0.007 -0.044 -0.026
H -2.021 0.581 -2.931 -0.046 -0.053 0.024
H -1.474 -1.515 -6.300 -0.009 0.001 -0.012
H -2.793 -3.535 -6.740 -0.006 -0.009 0.004
H -3.563 -4.955 -4.860 0.007 -0.005 0.008
H -2.924 -4.349 -2.540 -0.011 0.009 0.003
H -1.599 -2.394 -2.098 -0.151 0.047 -0.196
H -2.797 0.436 -5.199 0.000 -0.011 0.003
H -2.970 2.270 -6.809 0.005 0.015 -0.007
H -0.919 3.445 -7.579 -0.001 -0.006 -0.005
H 1.283 2.750 -6.691 -0.008 0.010 -0.003
H 1.450 0.900 -5.079 -0.004 0.002 0.001
F -4.817 -2.140 -0.664 -0.020 -0.008 0.012
C -4.734 -0.854 -1.034 -0.104 -0.040 0.045
F -4.187 -0.830 -2.254 0.041 -0.006 -0.011
F -5.989 -0.386 -1.159 -0.010 0.021 -0.033
C -3.864 -0.061 -0.010 0.201 -0.060 -0.048
O -2.594 -0.443 -0.107 -0.513 0.195 0.071
C -4.000 1.466 -0.320 -0.151 -0.014 -0.014
F -3.026 2.165 0.249 0.068 0.026 0.087
F -3.911 1.691 -1.649 0.041 -0.009 -0.069
F -5.172 1.990 0.081 -0.052 -0.006 0.007
C -4.422 -0.333 1.433 0.032 0.008 0.015
F -4.111 0.670 2.271 0.041 0.015 0.015
F -5.758 -0.479 1.480 -0.051 0.049 -0.016
F -3.887 -1.445 1.937 0.002 -0.050 -0.020
F 1.342 -5.793 -1.895 -0.011 0.015 -0.020
C 1.925 -5.320 -0.785 0.051 -0.045 0.091
C 2.071 -4.010 -0.575 0.102 0.085 0.005
N 2.677 -3.518 0.566 -0.059 -0.015 -0.097
C 2.714 -2.078 0.766 0.158 0.017 0.096
C 1.340 -1.438 0.689 0.127 -0.202 0.288
O 1.296 -0.195 0.534 0.241 -0.004 0.210
O 0.313 -2.176 0.734 0.423 -0.163 0.129
C 3.178 -4.349 1.538 -0.040 -0.069 0.026
O 3.725 -3.968 2.553 -0.002 0.013 0.006
N 3.017 -5.699 1.267 0.001 0.056 0.051
C 2.392 -6.300 0.182 -0.060 -0.024 -0.119
O 2.287 -7.506 0.097 0.034 0.002 0.020
H 1.744 -3.267 -1.296 -0.053 -0.027 -0.014
H 3.362 -1.611 0.024 -0.052 0.056 -0.003
H 3.121 -1.878 1.756 0.056 -0.061 -0.016
H 3.374 -6.321 1.976 -0.009 0.005 0.008
```
Forces are in eV/Å.

Net charge ... -1
ΔE to the lowest compared entry with this formula, charge and spin ... 0.194 eV

# 3
Computed, not measured: a structure of composition C11H19NTb at a distorted geometry, with the ωB97M-V functional and the def2-TZVPD basis.

```
32
Properties=species:S:1:pos:R:3:forces:R:3
C 3.173 0.346 -0.669 0.886 -0.926 -0.368
C 2.971 -0.342 -1.903 0.199 -0.360 0.851
C 2.453 -1.644 -1.606 0.417 0.109 0.699
C 2.354 -1.761 -0.174 0.784 0.301 -0.728
C 2.799 -0.525 0.396 0.709 -0.567 -0.523
Tb 0.593 0.061 -0.740 -0.108 1.253 0.993
N 0.938 1.810 0.278 -0.636 0.625 -0.860
C -0.084 2.299 -1.863 0.002 0.974 0.214
C 0.219 1.389 -2.859 -0.113 0.031 -0.809
H 2.252 -2.432 -2.329 -0.070 0.221 0.188
H 3.214 0.039 -2.893 -0.189 -0.080 0.280
H 2.061 -2.654 0.374 -0.075 0.279 -0.133
H 2.881 -0.308 1.462 -0.183 0.009 -0.452
H 3.612 1.340 -0.569 -0.473 -0.400 0.022
H 1.185 1.443 -3.389 -0.640 0.062 0.280
H 0.513 3.208 -1.726 -0.324 -0.576 -0.022
H 1.138 2.720 0.721 -0.062 -0.547 -0.378
H -0.525 0.711 -3.315 0.286 0.392 0.456
H -1.071 2.325 -1.370 0.529 0.006 -0.501
C -2.517 -0.127 2.950 -0.201 -0.372 0.365
C -2.127 -1.005 1.750 0.093 0.310 -0.034
C -3.316 -1.215 0.808 -0.225 -0.485 0.173
C -1.032 -0.362 0.975 0.207 -0.847 -1.292
H -2.767 0.895 2.646 -0.035 -0.131 -0.160
H -1.683 -0.045 3.652 0.042 -0.017 -0.084
H -3.365 -0.549 3.500 -0.150 0.060 0.103
H -1.777 -1.983 2.123 -0.254 0.161 -0.033
H -3.564 -0.298 0.265 0.089 0.042 0.117
H -3.067 -1.977 0.062 0.018 0.155 0.059
H -4.213 -1.551 1.340 -0.137 0.026 0.042
H 0.007 -0.504 1.339 -0.642 0.326 0.935
H -1.255 0.694 0.761 0.257 -0.032 0.600
```
Forces are in eV/Å.

Net charge ... -1
Electronic energy ... -35636.64601 eV
2S+1 ... 7
Expectation value of S² ... 12.72

# 4
Computed, not measured: an isolated molecule of C17H17ClN2O4S3 at a distorted geometry, with the ωB97M-V functional and the def2-TZVPD basis.

```
44
Properties=species:S:1:pos:R:3:forces:R:3
C -3.390 0.606 2.583 0.006 -0.143 0.168
N -2.837 -0.207 1.517 -0.423 0.171 -0.021
C -2.340 -1.419 1.868 0.016 -0.146 -0.341
O -2.385 -1.835 3.004 0.091 -0.218 0.249
C -1.876 -2.355 0.742 -0.289 -0.141 0.357
N -0.550 -2.088 0.214 -0.276 -0.132 0.027
C 0.296 -1.113 0.697 0.156 0.641 0.429
O -0.002 -0.316 1.559 0.112 -0.213 -0.036
C 1.587 -1.153 -0.011 0.863 0.311 -0.189
C 2.545 -0.250 0.291 -1.038 -0.357 0.229
C 3.863 -0.072 -0.253 0.574 0.127 -0.214
C 4.448 -0.978 -1.147 -0.110 0.157 0.148
C 5.720 -0.785 -1.642 0.104 -0.011 -0.064
C 6.454 0.327 -1.258 -0.126 -0.057 0.029
C 5.907 1.243 -0.376 0.006 0.026 0.022
C 4.631 1.047 0.122 0.027 -0.309 -0.242
Cl 4.000 2.231 1.210 -0.032 0.189 0.144
S 1.578 -2.437 -1.198 -0.187 -0.100 -0.017
C -0.066 -2.894 -0.777 0.060 -0.287 -0.322
S -0.889 -4.110 -1.477 0.226 0.056 -0.061
C -2.650 0.416 0.227 0.234 -0.035 0.301
C -1.948 1.785 0.312 0.222 -0.249 0.322
C -1.774 2.265 -1.112 -0.622 -0.224 -0.236
S -3.254 1.600 -1.970 -0.211 0.119 -0.063
O -4.145 2.654 -2.360 -0.147 0.321 0.261
O -2.828 0.670 -2.978 0.287 -0.410 0.006
C -3.932 0.657 -0.557 0.539 0.387 -0.582
H -2.635 1.275 2.999 -0.020 0.069 0.036
H -3.722 -0.066 3.373 -0.018 0.137 -0.050
H -4.236 1.180 2.213 -0.022 0.090 -0.004
H -1.869 -3.362 1.176 -0.075 0.260 -0.113
H -2.593 -2.353 -0.087 0.133 -0.006 0.076
H 2.255 0.450 1.067 -0.079 -0.097 -0.020
H 3.893 -1.853 -1.445 0.090 -0.072 -0.050
H 6.143 -1.503 -2.327 0.034 -0.069 -0.062
H 7.450 0.484 -1.642 0.088 0.019 -0.032
H 6.468 2.112 -0.071 0.013 0.076 0.040
H -2.022 -0.227 -0.393 0.001 -0.042 0.101
H -2.573 2.486 0.866 -0.032 0.004 0.050
H -0.996 1.678 0.835 -0.078 0.091 -0.039
H -1.769 3.344 -1.216 -0.060 0.074 -0.096
H -0.909 1.831 -1.606 0.029 -0.074 -0.073
H -4.399 -0.247 -0.930 -0.024 -0.040 -0.158
H -4.651 1.282 -0.039 -0.043 0.110 0.091
```
Forces are in eV/Å.

Electronic energy ... -74103.48707 eV